(1)
This record from the Open Molecules 2025 dataset describes C2H3BrN2O2 as an isolated structure at a distorted geometry. The level of theory is ωB97M-V/def2-TZVPD.

The geometry in XYZ format:
```
10
Properties=species:S:1:pos:R:3:forces:R:3:nbo_charge:R:1
C 0.008200 0.122669 0.465725 1.47 -1.37 -0.45 -0.323
C -0.136784 0.877399 -0.765096 -0.26 0.74 -0.47 -0.171
N -0.802424 -0.447466 -0.650348 1.89 0.39 -2.38 -0.302
N 0.284475 -1.151863 -2.048795 -1.71 1.25 4.03 0.652
O -0.155530 -0.828775 -3.073511 -0.24 -0.27 -1.41 -0.271
O 1.259307 -1.662168 -1.640534 0.85 -0.77 -0.44 -0.301
Br -1.300819 2.443890 -0.575097 0.37 -0.37 -0.48 -0.001
H 0.984505 -0.318364 0.800553 -1.05 0.32 -0.52 0.235
H -0.700082 0.387560 1.222056 -0.03 0.05 0.68 0.240
H 0.675181 1.018443 -1.550276 -1.27 0.03 1.44 0.243
```
Forces are in eV/Å.

Results
HOMO energy (spin up / spin down) = -10.162 / -10.162 eV
Orbital gap (spin up / spin down) = 9.536 / 9.536 eV

***

(2)
This record from the Open Molecules 2025 dataset describes one molecule with the formula C2H3BrN4O2 at a distorted geometry. The level of theory is ωB97M-V/def2-TZVPD.

The geometry in XYZ format:
```
12
Properties=species:S:1:pos:R:3:forces:R:3:nbo_charge:R:1
O 1.731848 -3.131878 0.460342 0.17 0.00 0.53 -0.367
N 1.343944 -2.124628 -0.086943 -0.97 -1.47 2.09 0.533
O 1.500576 -1.853572 -1.221443 0.32 1.03 -1.75 -0.327
C 0.472786 -1.156338 0.775918 -0.97 1.23 -0.13 0.088
N 1.361835 -0.057867 1.087200 1.62 0.34 0.46 -0.122
N 0.995681 1.008179 0.600742 1.70 0.26 0.76 -0.064
C -0.225957 0.882722 -0.052910 -0.43 -0.62 -1.65 -0.134
N -0.483136 -0.522932 -0.090827 0.08 -1.51 0.14 -0.513
Br -2.250050 -1.004499 -0.005845 -0.25 -0.22 0.16 0.232
H 0.125072 -1.516273 1.785787 0.33 -0.73 -1.45 0.243
H -0.907349 1.359860 0.565193 -1.71 1.39 1.01 0.207
H -0.219220 1.310214 -1.047205 0.11 0.29 -0.17 0.225
```
Forces are in eV/Å.

Results
SMILES = O=[N+]([O-])[C@H]1N=NCN1Br
HOMO energy = -9.982 eV
Orbital gap = 9.837 eV

***

(3)
This record from the Open Molecules 2025 dataset describes one molecule with the formula C2H3BrO at a distorted geometry. The level of theory is ωB97M-V/def2-TZVPD.

The geometry in XYZ format:
```
7
Properties=species:S:1:pos:R:3:forces:R:3:nbo_charge:R:1
C -0.142730 -0.650587 0.357854 1.21 -0.31 -1.43 -0.717
C 0.229092 0.483947 -0.496892 4.96 0.40 -6.27 0.479
O 1.138944 0.494806 -1.394229 -3.90 -0.71 4.16 -0.521
Br -0.559804 2.219548 -0.296971 -0.59 -0.16 0.59 0.008
H -1.158351 -0.855038 0.342308 -2.03 -0.40 -0.24 0.249
H 0.022111 -0.133911 1.221630 0.45 0.52 3.44 0.247
H 0.470739 -1.558766 0.266301 -0.10 0.68 -0.25 0.255
```
Forces are in eV/Å.

Results
SMILES = CC(=O)Br
HOMO energy = -10.196 eV
Orbital gap = 10.850 eV

***

(4)
This record from the Open Molecules 2025 dataset describes a 2-piece molecular cluster, C2H3BrO2 overall at a distorted geometry. The level of theory is ωB97M-V/def2-TZVPD.

The geometry in XYZ format:
```
8
Properties=species:S:1:pos:R:3:forces:R:3:nbo_charge:R:1
C 0.670944 -0.664803 0.348139 3.10 -0.88 1.32 -0.145
C 0.127644 0.553033 -0.190048 -4.14 -1.34 0.04 0.366
O 0.458001 -0.473966 -1.055697 -1.54 1.17 -0.05 -0.455
O -1.772837 0.603987 0.226739 3.24 -1.66 -2.14 -0.807
Br 0.667845 2.313679 -0.409777 -0.05 -0.30 0.11 0.174
H 1.802723 -0.699675 0.459490 -1.46 0.18 0.55 0.192
H 0.164268 -1.456240 0.958342 -0.13 1.07 -0.98 0.224
H -2.118588 -0.176015 -0.337190 0.98 1.77 1.15 0.453
```
Forces are in eV/Å.

Results
HOMO energy = -10.435 eV
Orbital gap = 10.676 eV

***

(5)
This record from the Open Molecules 2025 dataset describes an isolated ion of composition C2H3BrO2P and charge -1 at a distorted geometry. The level of theory is ωB97M-V/def2-TZVPD.

The geometry in XYZ format:
```
9
Properties=species:S:1:pos:R:3:forces:R:3:nbo_charge:R:1
C -1.143282 -0.456102 0.830863 2.76 2.42 -0.40 -0.403
C -0.744654 -0.251723 -0.444206 1.06 -0.58 0.13 -0.554
P 0.956898 0.634958 -0.596047 -2.58 4.08 5.78 1.988
O 0.903427 1.796657 0.601157 0.49 -4.39 -4.19 -1.133
O 1.427604 0.946111 -1.935154 0.26 0.03 -1.54 -1.126
Br 2.099981 -1.141533 0.150737 0.87 -0.55 0.28 -0.402
H -2.053092 -0.835636 1.229388 -0.54 -0.68 -0.06 0.182
H -0.361503 0.048981 1.553239 -2.02 -0.98 -0.97 0.242
H -1.085382 -0.741709 -1.389980 -0.31 0.64 0.97 0.206
```
Forces are in eV/Å.

Results
SMILES = C=C[P@](=O)([O-])Br
HOMO energy = -4.992 eV
Orbital gap = 8.547 eV
Charge = -1

***

(6)
This record from the Open Molecules 2025 dataset describes an isolated ion of composition C2H3BrO2P and charge -1 at a distorted geometry. The level of theory is ωB97M-V/def2-TZVPD.

The geometry in XYZ format:
```
9
Properties=species:S:1:pos:R:3:forces:R:3:nbo_charge:R:1
O 2.519488 2.261361 -1.312398 1.03 0.27 0.14 -1.145
P 1.051907 2.321414 -1.479355 -1.04 -2.06 -0.02 1.143
Br 0.075878 3.537542 0.320952 -0.28 0.22 0.78 -0.545
C 0.430702 0.449939 -0.895183 -1.32 2.33 2.33 -0.657
C -0.384211 -0.210925 -0.037491 0.15 -2.12 -0.84 0.118
O -0.843587 0.026157 1.256379 0.80 1.97 -0.87 -0.723
H 0.687209 -0.129504 -1.707973 0.35 -1.38 -1.90 0.183
H -0.746029 -1.286592 -0.344636 0.75 1.97 0.75 0.132
H -0.546988 0.954015 1.488791 -0.44 -1.19 -0.36 0.494
```
Forces are in eV/Å.

Results
SMILES = [O-]P(Br)/C=C\O
HOMO energy = -3.741 eV
Orbital gap = 7.445 eV
Charge = -1

***

(7)
This record from the Open Molecules 2025 dataset describes one molecule with the formula C2H3BrO3S at a distorted geometry. The level of theory is ωB97M-V/def2-TZVPD.

The geometry in XYZ format:
```
10
Properties=species:S:1:pos:R:3:forces:R:3:nbo_charge:R:1
C 0.076474 -0.270928 0.813091 0.31 1.59 -1.55 -0.136
C -1.002185 -0.259425 -0.306028 0.80 2.48 -1.35 -0.586
O -0.998230 -2.813497 -1.180542 0.55 0.05 -0.08 -0.874
O -1.666724 -2.529208 1.148859 0.40 1.14 -0.54 -0.877
O 0.565467 -1.521836 0.488767 -0.63 -3.45 -0.98 -0.651
S -0.958144 -2.028992 0.002663 0.08 -1.35 -0.43 2.313
Br -2.598166 0.807017 -0.076789 0.27 -0.51 0.10 0.082
H 0.881095 0.366808 0.537164 0.40 1.26 0.58 0.212
H -0.238411 -0.311496 1.818917 -0.68 0.85 1.12 0.211
H -0.488601 0.175362 -1.384282 -1.49 -2.07 3.13 0.308
```
Forces are in eV/Å.

Results
HOMO energy = -11.116 eV
Orbital gap = 11.489 eV

***

(8)
This record from the Open Molecules 2025 dataset describes a 2-piece molecular cluster, C2H3BrOS overall at a distorted geometry. The level of theory is ωB97M-V/def2-TZVPD.

The geometry in XYZ format:
```
8
Properties=species:S:1:pos:R:3:forces:R:3:nbo_charge:R:1
C 0.514451 0.698566 0.463557 -1.29 0.29 0.12 -0.085
C -0.085530 -0.607568 0.257867 -0.60 -0.62 -0.94 -0.315
O -0.157516 -1.410890 -0.972225 -0.08 0.36 2.47 -0.695
S -1.544055 2.697550 1.007941 0.33 -0.30 -0.05 -0.045
Br 1.527363 1.378492 -0.879759 0.55 0.03 -0.63 0.150
H -1.148122 -0.610978 0.368713 -0.83 0.89 1.33 0.273
H 0.321084 -0.994055 1.233476 0.08 -1.00 -0.77 0.254
H 0.572324 -1.151117 -1.479571 1.85 0.35 -1.53 0.463
```
Forces are in eV/Å.

Results
HOMO energy (spin up / spin down) = -9.245 / -9.124 eV
Orbital gap (spin up / spin down) = 8.405 / 7.081 eV
2S+1 = 3

***

(9)
This record from the Open Molecules 2025 dataset describes C2H3CaO as an isolated structure at a distorted geometry. The level of theory is ωB97M-V/def2-TZVPD.

The geometry in XYZ format:
```
7
Properties=species:S:1:pos:R:3:forces:R:3:mulliken_charge:R:1
C -0.236081 0.905214 -0.007498 -2.08 0.61 -0.47 -1.074
C -0.505961 -0.473890 0.142915 1.45 0.28 -0.94 -0.081
O 1.672255 -1.019494 0.296634 -1.81 0.69 -0.07 -1.044
Ca 1.966524 0.936628 -0.071044 0.87 -1.26 0.44 1.372
H -1.024052 1.497703 -0.494150 0.01 -0.09 0.24 0.324
H -1.232359 -0.785966 0.916743 1.17 -0.27 0.29 0.267
H -0.640327 -1.060193 -0.783603 0.38 0.04 0.52 0.235
```
Forces are in eV/Å.

Results
HOMO energy (spin up / spin down) = -7.368 / -7.569 eV
Orbital gap (spin up / spin down) = 6.589 / 6.797 eV
2S+1 = 2

***

(10)
This record from the Open Molecules 2025 dataset describes C2H3CdLiO as an isolated structure at a distorted geometry. The level of theory is ωB97M-V/def2-TZVPD.

The geometry in XYZ format:
```
8
Properties=species:S:1:pos:R:3:forces:R:3:nbo_charge:R:1
O -1.562240 -0.910262 -0.695684 -2.33 4.82 -2.89 -0.609
C -2.174964 0.182738 -1.099522 2.31 -3.77 6.85 0.351
Li -0.535247 0.569584 2.435327 -0.31 0.28 -0.53 0.950
Cd -3.185685 -0.657633 1.335368 0.45 0.69 0.11 0.719
H -3.252124 -0.003177 -1.300231 0.33 0.56 -1.47 0.140
C -1.935539 1.579431 0.509422 -0.39 -1.73 -2.52 -0.938
H -2.714969 2.333213 0.311479 0.16 -0.40 0.27 0.193
H -0.956164 2.063420 0.325378 -0.21 -0.43 0.16 0.193
```
Forces are in eV/Å.

Results
HOMO energy (spin up / spin down) = -12.431 / -12.949 eV
Orbital gap (spin up / spin down) = 7.203 / 6.552 eV
Charge = +1
2S+1 = 2

***

(11)
This record from the Open Molecules 2025 dataset describes one molecule with the formula C2H3Cl2FS at a distorted geometry. The level of theory is ωB97M-V/def2-TZVPD.

The geometry in XYZ format:
```
9
Properties=species:S:1:pos:R:3:forces:R:3:nbo_charge:R:1
F -1.623219 -0.612905 -0.931299 0.42 -0.03 -0.16 -0.359
C -0.668565 0.385700 -0.755658 -2.69 2.05 -1.16 -0.032
C 0.484677 -0.096414 0.037622 0.02 0.18 1.53 -0.243
S -0.252612 -0.976993 1.486259 0.12 0.43 0.13 0.040
Cl 1.248387 1.480490 0.503732 0.49 -0.43 0.05 -0.015
Cl 1.607023 -1.190486 -0.667472 0.81 -0.23 -1.04 0.055
H -0.571754 0.937672 -1.771036 0.72 -1.26 1.66 0.218
H -1.133726 1.151143 -0.064705 0.24 -0.79 -0.82 0.201
H 0.909789 -1.078207 2.162557 -0.14 0.08 -0.20 0.135
```
Forces are in eV/Å.

Results
SMILES = FCC(S)(Cl)Cl
HOMO energy = -9.738 eV
Orbital gap = 10.319 eV

***

(12)
This record from the Open Molecules 2025 dataset describes C2H3Cl2N as an isolated structure at a distorted geometry. The level of theory is ωB97M-V/def2-TZVPD.

The geometry in XYZ format:
```
8
Properties=species:S:1:pos:R:3:forces:R:3:nbo_charge:R:1
C -0.161328 0.446459 0.103317 -3.22 2.42 0.59 0.592
C 0.579741 -0.782229 0.115632 1.67 1.68 -0.96 -0.500
N -0.245799 1.628394 -0.104516 -0.86 -0.14 -0.58 -0.583
Cl -2.210222 -0.706905 0.221930 1.23 0.82 -0.14 -0.530
Cl 2.340118 -0.531949 0.153069 0.60 0.29 0.37 -0.026
H 0.432943 -0.869382 -0.943729 -0.46 -2.10 -0.60 0.290
H 0.317152 -1.462969 0.868685 -0.74 -1.08 0.26 0.290
H -1.052605 2.278581 -0.414388 1.78 -1.89 1.05 0.466
```
Forces are in eV/Å.

Results
HOMO energy = -9.980 eV
Orbital gap = 9.470 eV